A single C4H5NO2S molecule in a non-equilibrium geometry, computed with the ωB97M-V functional and the def2-TZVPD basis.

Calculated values
E_LUMO: 0.0060 Ha
highest occupied orbital energy: -8.556 eV
relative energy (zero: lowest compared OMol25 entry of this formula, charge and spin): 2.0353 eV
SMILES: C=C(OC=O)C(N)=S
M: 131.16 g/mol

Structure (ORCA input):
```
! RIJCOSX wB97M-V def2-TZVPD def2/J DEFGRID3
* xyz 0 1
C -0.3247 -0.6094 0.5217
C 0.9751 0.0201 0.3537
C 2.0019 0.0663 1.1389
C 0.1866 1.6505 -1.1841
H -1.7729 -0.8905 1.8041
H -0.7027 0.2880 2.3874
H 2.9949 0.6435 0.9860
H 1.9250 -0.3795 2.0786
H 0.3929 2.2035 -2.1338
N -0.9707 -0.3833 1.6764
O 1.0676 0.6811 -0.8870
O -0.8688 1.7911 -0.5839
S -0.9167 -1.6077 -0.6294
*
```

Löwdin atomic charge list, values in e, 4 entries: C -0.85; C -0.38; C 0.11; C -0.29